# 1
C27H73B2NO30S9 as an isolated structure, computed with wB97M-V/def2-TZVPD.

DFT total energy, eV: -190967.747
Charge: 0
LUMO energy, eV: 0.19
Largest force on an atom, eV/A: 0.8
Spin multiplicity: 1

Geometry as XYZ:
```
142
Properties=species:S:1:pos:R:3:forces:R:3
C -4.61134 6.37440 -0.99300 0.201 -0.159 -0.099
B -5.00311 4.87163 -0.90528 -0.292 0.327 0.129
O -5.25536 4.19529 -2.07495 -0.601 0.590 0.082
C -5.09411 4.04721 0.46403 -0.073 -0.572 -0.147
O -6.30516 4.33125 1.23735 -0.049 0.091 -0.362
S -5.95330 5.03574 2.61496 -0.304 0.354 0.223
O -6.74121 6.21420 2.74976 0.350 -0.341 0.006
O -5.91880 4.05690 3.65140 -0.069 0.217 -0.217
O -4.46671 5.43555 2.21297 0.222 0.213 0.097
C -3.96982 4.31161 1.45665 0.074 -0.699 0.452
B -2.47647 4.37433 0.91714 -0.098 0.485 -0.053
N -1.65388 5.56936 0.95813 -0.008 -0.129 -0.414
O -2.00706 3.21055 0.37318 0.364 0.108 0.500
H -4.71772 6.92097 -0.06239 0.052 0.079 0.138
H -5.21857 6.83452 -1.76843 -0.088 0.154 -0.069
H -3.58149 6.47961 -1.34221 0.161 0.077 -0.013
H -6.06765 3.67895 -1.99088 0.349 -0.695 -0.141
H -5.09584 2.97799 0.25213 -0.170 -0.128 -0.012
H -3.97971 3.44628 2.13697 0.013 0.033 0.203
H -2.11983 6.32457 0.46082 0.051 0.212 0.216
H -1.55813 5.89495 1.91601 0.019 0.157 -0.019
H -2.33408 2.43796 0.84835 -0.296 -0.222 -0.462
O -4.61510 0.61783 -0.55069 -0.124 0.108 0.110
S -4.56784 0.65296 -1.98610 0.530 -0.137 -0.122
O -5.77205 0.89970 -2.71686 -0.186 0.106 0.072
O -3.87976 -0.67415 -2.49835 0.061 -0.168 0.044
C -4.42136 -1.96559 -2.10257 -0.232 -0.377 -0.118
C -5.63129 -2.34143 -2.92947 -0.092 0.180 -0.006
C -3.30772 1.75217 -2.51862 0.114 0.007 0.033
H -4.64814 -1.97698 -1.03627 -0.026 0.242 -0.010
H -3.61139 -2.66836 -2.28002 0.096 0.110 -0.029
H -6.48408 -1.70173 -2.70618 0.004 -0.002 0.022
H -5.90792 -3.37377 -2.71711 0.042 -0.032 -0.007
H -5.41061 -2.24495 -3.99195 0.040 -0.082 -0.007
H -2.39044 1.52764 -1.97939 -0.015 -0.028 0.021
H -3.65791 2.75430 -2.28815 0.034 -0.041 -0.075
H -3.17602 1.62933 -3.59032 -0.040 0.007 -0.016
O -0.24102 -3.99315 -2.36225 -0.094 -0.164 0.124
S -0.93973 -4.08269 -3.60942 0.343 0.341 -0.211
O -2.35805 -4.26157 -3.59283 -0.199 -0.110 0.020
O -0.24435 -5.17812 -4.50895 -0.103 -0.114 -0.021
C -0.04352 -6.49798 -3.93833 0.082 -0.356 0.117
C -1.30908 -7.32759 -3.93049 -0.113 0.172 -0.008
C -0.53892 -2.69524 -4.60907 -0.044 0.064 -0.022
H 0.37639 -6.39555 -2.93715 -0.036 0.114 0.010
H 0.71736 -6.94965 -4.56957 0.009 0.100 -0.085
H -2.04761 -6.92360 -3.23974 0.016 0.002 0.019
H -1.07316 -8.34658 -3.62502 0.041 -0.011 -0.014
H -1.75702 -7.34947 -4.92338 0.031 -0.053 -0.023
H 0.54020 -2.57425 -4.63051 0.012 0.000 0.015
H -1.01001 -1.83000 -4.14642 0.004 -0.001 0.035
H -0.93658 -2.86107 -5.60653 -0.020 -0.001 -0.005
O -1.72252 -1.28497 3.80184 0.076 0.101 -0.212
S -1.80371 -2.56976 3.17570 -0.309 -0.117 -0.008
O -0.60573 -3.31295 2.94209 0.213 -0.010 0.017
O -2.63750 -2.46484 1.83814 -0.121 0.070 -0.006
C -2.23930 -1.51254 0.81779 0.248 0.170 -0.305
C -1.07173 -2.02174 0.00288 0.109 -0.101 0.167
C -2.95063 -3.57005 4.05497 -0.029 -0.053 0.033
H -2.03297 -0.54063 1.26896 0.008 -0.096 0.201
H -3.12285 -1.39817 0.20001 -0.072 -0.011 0.111
H -0.16056 -2.06154 0.60007 0.004 0.047 0.012
H -0.88469 -1.37349 -0.85391 -0.069 0.049 0.008
H -1.26338 -3.02944 -0.35896 -0.064 0.016 -0.055
H -3.86789 -3.00657 4.19854 -0.001 0.013 -0.003
H -2.49170 -3.80818 5.01192 0.020 0.011 0.002
H -3.12894 -4.47670 3.48405 0.008 -0.018 0.002
O -1.26836 2.03509 9.55729 -0.126 -0.037 0.138
S -0.85209 2.50228 8.27104 0.176 0.057 -0.028
O -1.83443 2.78945 7.27534 -0.111 0.046 -0.050
O 0.22737 1.50105 7.69123 0.031 -0.046 -0.118
C -0.12841 0.09536 7.66972 -0.048 -0.502 0.054
C -1.04626 -0.26965 6.52222 -0.030 0.393 0.222
C 0.21379 3.88640 8.45503 0.044 0.049 0.016
H -0.55588 -0.17006 8.63736 -0.025 0.089 0.016
H 0.82311 -0.42420 7.57907 0.085 0.127 -0.017
H -2.02890 0.18413 6.64571 -0.010 -0.026 -0.014
H -1.16822 -1.34988 6.47815 0.068 -0.046 -0.001
H -0.63612 0.07544 5.57882 0.040 -0.072 -0.081
H 0.97710 3.64471 9.18858 0.007 -0.006 0.003
H -0.40446 4.71034 8.80123 -0.029 0.025 0.002
H 0.65217 4.11703 7.48810 -0.013 0.011 -0.006
O -2.27340 8.97519 2.18567 0.010 -0.231 0.042
S -2.35700 10.05181 1.24790 0.016 0.239 -0.013
O -2.61074 9.76159 -0.12919 -0.088 -0.143 -0.103
O -1.04521 10.93419 1.36336 -0.004 0.062 -0.010
C 0.22239 10.24055 1.27499 0.371 -0.127 -0.019
C 0.59704 9.88121 -0.14741 -0.180 0.010 -0.059
C -3.49908 11.26060 1.81086 -0.024 0.023 0.045
H 0.19077 9.36075 1.91585 -0.093 -0.034 0.039
H 0.94137 10.93682 1.70101 -0.082 0.083 0.012
H -0.07064 9.12474 -0.55585 0.002 -0.017 0.015
H 1.61403 9.48926 -0.16823 0.020 0.024 0.037
H 0.54158 10.75889 -0.79071 0.055 0.020 0.007
H -3.27287 11.49917 2.84579 0.001 -0.003 0.012
H -4.48883 10.81797 1.72590 -0.002 -0.029 -0.004
H -3.41755 12.13769 1.17531 0.001 -0.004 -0.022
O 5.01552 -4.84108 -1.56124 -0.058 -0.008 0.034
S 4.31463 -4.18235 -2.62272 -0.007 0.152 0.024
O 4.25840 -4.80744 -3.90807 -0.027 -0.108 -0.083
O 4.91951 -2.71643 -2.77865 -0.041 0.091 -0.022
C 6.35774 -2.60935 -2.89922 0.356 0.048 -0.017
C 6.85686 -2.95905 -4.28552 -0.144 -0.105 -0.029
C 2.70301 -3.72096 -2.12026 0.111 0.037 0.081
H 6.82721 -3.22798 -2.13319 -0.089 -0.051 0.013
H 6.57455 -1.56950 -2.66261 -0.112 0.037 0.006
H 6.71657 -4.01632 -4.50376 0.005 -0.006 0.016
H 7.91984 -2.72907 -4.35981 0.006 0.039 0.027
H 6.31697 -2.38898 -5.04093 0.034 0.048 -0.003
H 2.76472 -3.20958 -1.16432 -0.027 -0.014 0.012
H 2.12052 -4.63060 -2.02258 -0.004 -0.047 -0.012
H 2.27218 -3.07406 -2.87608 -0.031 0.041 -0.002
O 7.39832 -10.86655 -0.68015 -0.124 -0.104 -0.058
S 7.91953 -9.96976 0.30497 0.200 0.061 -0.021
O 7.03948 -9.40102 1.27530 -0.131 -0.008 0.106
O 8.72269 -8.81928 -0.42789 0.026 0.093 0.004
C 8.04276 -8.10831 -1.49667 -0.131 0.185 -0.311
C 7.05444 -7.07746 -0.99703 0.163 -0.289 0.268
C 9.28817 -10.70746 1.12504 0.042 -0.036 0.008
H 7.56788 -8.83429 -2.15721 0.005 -0.086 0.080
H 8.84739 -7.63468 -2.05527 0.099 -0.037 0.088
H 6.20464 -7.54770 -0.50573 -0.028 0.013 -0.020
H 6.68305 -6.49031 -1.82924 -0.008 0.042 -0.095
H 7.52867 -6.41222 -0.27516 0.003 0.055 -0.045
H 9.96936 -11.10618 0.37934 0.005 -0.003 -0.009
H 8.88813 -11.50517 1.74638 -0.025 -0.001 -0.001
H 9.77164 -9.95346 1.73939 -0.008 0.010 0.015
O 1.38057 -0.55844 -2.22811 -0.199 -0.063 -0.074
S 1.96434 0.40553 -1.33905 0.328 -0.021 -0.006
O 1.13771 1.08106 -0.39220 -0.239 -0.043 0.062
O 2.76283 1.46671 -2.20211 0.044 0.004 0.001
C 2.05056 2.10894 -3.28801 -0.174 0.215 -0.282
C 1.11957 3.20323 -2.80831 -0.014 -0.106 0.151
C 3.33980 -0.31070 -0.51505 0.064 -0.028 -0.037
H 1.52007 1.35010 -3.86445 0.015 -0.078 0.078
H 2.83440 2.51651 -3.92205 0.098 -0.031 0.079
H 0.28696 2.79745 -2.23543 -0.002 0.006 0.016
H 0.71841 3.74253 -3.66663 0.036 0.005 -0.036
H 1.65170 3.90425 -2.16667 0.003 0.038 -0.030
H 3.97588 -0.79621 -1.25160 -0.006 -0.013 -0.007
H 2.93834 -1.03832 0.18773 -0.028 0.021 0.023
H 3.87237 0.47337 0.01560 -0.015 0.012 0.026
```
Positions in Å, forces in eV/Å.

---

# 2
A 6-piece molecular cluster, C35H64N3O12S overall at a distorted geometry, computed with wB97M-V/def2-TZVPD.

DFT total energy, eV: -77201.400
Charge: +1
LUMO energy, eV: -4.05
Largest force on an atom, eV/A: 1.3
Spin multiplicity: 1

Geometry as XYZ:
```
115
Properties=species:S:1:pos:R:3:forces:R:3
C -1.52461 -0.92289 -1.55587 -0.382 0.449 -0.119
C -0.91470 0.30905 -0.90906 0.476 -0.062 0.152
C 0.55513 0.12805 -0.51358 -0.584 0.067 0.175
C 1.11718 1.43793 0.06512 0.256 -0.394 0.179
C 2.52041 1.81063 -0.43382 -0.189 0.459 -0.013
C 2.68157 1.59318 -1.90095 0.165 -0.117 0.163
N 1.64505 1.88384 -2.67010 0.178 -0.013 -0.391
N 1.53880 1.69907 -3.98508 0.046 0.073 0.433
C 2.58787 1.21154 -4.59317 0.134 -0.096 -0.156
C 2.47458 0.94467 -6.06542 -0.201 0.198 0.105
C 1.78701 -0.38582 -6.39844 0.017 -0.053 -0.203
C 0.37663 -0.60982 -5.85836 0.418 -0.249 0.115
S -0.81095 0.43008 -6.65491 0.023 0.026 -0.225
O -0.97952 -0.06206 -7.97685 -0.077 -0.044 -0.046
O -0.49793 1.80606 -6.42062 0.039 0.090 0.150
O -2.12944 0.08182 -5.84759 0.002 0.024 0.130
C 3.79923 0.91507 -3.88431 -0.103 -0.012 -0.262
O 4.81973 0.38433 -4.55140 0.072 0.046 0.066
C 5.86215 1.23784 -5.13488 0.092 -0.328 -0.265
C 5.57112 2.71665 -5.06711 0.388 0.234 -0.277
O 6.65619 3.30881 -5.73013 -0.099 -0.056 0.084
C 6.57425 4.73581 -5.83833 0.071 -0.086 -0.332
C 6.52210 5.17959 -7.30020 0.067 0.122 0.092
C 3.83634 1.07732 -2.51643 -0.328 0.238 0.390
N 4.96206 0.75511 -1.71912 -0.013 -0.319 -0.810
C 6.05611 1.71445 -1.84658 -0.422 0.232 0.358
C 5.73622 3.07334 -1.31677 -0.301 -0.030 0.207
O 7.08816 1.41188 -2.34032 0.675 -0.243 -0.211
C 5.36706 -0.62284 -1.59513 -0.644 0.323 -0.081
C 4.52872 -1.70413 -2.19810 -0.315 0.001 0.049
O 6.32423 -0.85426 -0.94084 1.132 -0.278 0.652
H -2.60900 -0.87091 -1.47026 -0.074 -0.120 0.039
H -1.31196 -0.94737 -2.62644 0.223 -0.226 -0.055
H -1.18242 -1.83804 -1.08131 0.045 -0.130 -0.025
H -1.45992 0.56365 -0.00111 -0.157 0.054 -0.015
H -1.00139 1.18798 -1.55917 -0.185 0.014 -0.137
H 1.13260 -0.25913 -1.35711 0.081 0.017 -0.101
H 0.57440 -0.64481 0.25046 0.234 -0.069 0.054
H 0.41659 2.26025 -0.09324 -0.036 0.089 -0.181
H 1.18849 1.32763 1.14391 -0.018 0.084 0.084
H 2.68547 2.87942 -0.26105 0.086 0.044 0.079
H 3.31192 1.30481 0.10846 0.028 -0.279 -0.085
H 0.80619 2.24203 -2.22645 -0.123 -0.037 -0.081
H 1.92924 1.77211 -6.51211 -0.110 0.033 -0.008
H 3.46453 0.92176 -6.50462 0.166 0.001 -0.042
H 2.41221 -1.21359 -6.06477 0.033 -0.060 0.115
H 1.74827 -0.46436 -7.48448 0.033 -0.018 -0.079
H 0.07112 -1.62493 -6.10249 -0.108 -0.054 -0.024
H 0.32306 -0.50885 -4.77621 -0.139 0.236 0.055
H -2.19430 0.71245 -5.11331 -0.201 -0.011 -0.029
H 6.79618 0.97784 -4.64882 -0.008 0.108 0.165
H 5.93438 0.95406 -6.18195 -0.071 -0.077 -0.047
H 5.51130 3.09557 -4.03985 -0.158 -0.099 0.031
H 4.64324 2.94225 -5.60476 -0.241 0.053 0.134
H 7.46185 5.13983 -5.35889 0.023 0.022 0.174
H 5.69111 5.09440 -5.31091 -0.022 0.022 0.189
H 7.33678 5.86540 -7.51563 0.027 0.077 -0.074
H 5.59020 5.68743 -7.53234 -0.089 -0.003 -0.081
H 6.63107 4.32886 -7.96635 -0.006 -0.131 0.008
H 6.61884 3.69744 -1.35577 0.058 0.116 -0.064
H 5.37707 2.97450 -0.29439 0.077 0.051 0.137
H 4.92141 3.52237 -1.88628 0.020 0.120 -0.069
H 4.67357 -2.58973 -1.59023 0.005 -0.085 0.027
H 3.47021 -1.45635 -2.22211 -0.114 -0.023 -0.062
H 4.87452 -1.91949 -3.20501 0.015 0.065 -0.164
C 3.14176 -1.17276 3.99362 -0.029 0.154 -0.124
C 1.84325 -1.40094 3.26408 -0.023 -0.067 0.058
O 1.39793 -0.58336 2.48634 0.074 0.033 0.008
C 1.11985 -2.69179 3.54476 -0.116 0.103 -0.122
H 3.56209 -0.21137 3.70829 0.000 0.003 0.005
H 2.97068 -1.18514 5.07070 0.031 -0.091 0.016
H 3.85133 -1.96468 3.74979 -0.014 -0.053 0.084
H 0.87490 -2.75861 4.60575 0.075 -0.059 0.025
H 1.75520 -3.53960 3.28494 0.028 -0.023 0.092
H 0.20454 -2.73718 2.95937 0.005 -0.005 -0.008
C -4.75544 -0.30850 2.98945 -0.101 0.099 -0.277
C -3.59461 0.28650 2.24182 -0.021 -0.050 0.074
O -3.69678 0.68796 1.10282 0.097 0.008 -0.033
C -2.28373 0.36043 2.99137 0.028 0.084 -0.184
H -5.63772 -0.31034 2.35302 0.012 -0.006 -0.018
H -4.52278 -1.33140 3.28814 0.020 0.028 0.133
H -4.95753 0.26617 3.89322 0.055 -0.128 0.115
H -1.96638 -0.64052 3.28744 -0.024 0.007 0.090
H -2.40570 0.96182 3.89318 -0.014 -0.081 0.066
H -1.51674 0.80629 2.36117 0.011 -0.006 0.013
C -7.61005 0.54218 6.30916 0.125 -0.019 -0.151
C -6.34158 0.01500 6.93706 -0.039 0.009 0.053
O -5.36727 -0.24608 6.26497 0.015 0.033 -0.011
C -6.35772 -0.16825 8.43026 0.293 -0.075 -0.166
H -7.48077 0.63076 5.23272 -0.001 -0.001 0.000
H -8.43850 -0.13564 6.51874 -0.039 0.053 0.077
H -7.85367 1.52019 6.72619 -0.071 -0.033 0.065
H -7.14050 -0.86771 8.71825 -0.100 0.096 0.076
H -6.55932 0.78258 8.92352 -0.139 -0.034 0.047
H -5.39397 -0.54908 8.76061 0.003 0.005 0.001
C -2.18187 -5.59445 -2.44386 -0.005 0.066 0.164
C -0.86725 -4.91884 -2.14563 -0.069 -0.058 -0.024
O -0.65400 -4.38190 -1.08366 0.071 0.078 0.005
C 0.17280 -4.94527 -3.24167 0.076 0.109 0.129
H -2.84025 -5.50740 -1.58358 -0.001 0.001 0.005
H -2.65484 -5.12809 -3.30965 0.025 -0.068 -0.063
H -2.01843 -6.64945 -2.66832 -0.007 0.009 -0.095
H -0.21662 -4.45645 -4.13666 -0.029 -0.091 -0.048
H 0.42418 -5.97570 -3.49560 -0.049 -0.003 -0.081
H 1.06963 -4.42932 -2.90534 0.003 -0.005 0.010
C -9.23380 -2.38945 11.83195 0.135 0.035 -0.116
C -9.28430 -0.90817 11.54674 -0.034 -0.004 0.047
O -8.47824 -0.37415 10.81978 -0.024 -0.020 -0.007
C -10.38852 -0.12607 12.21403 0.094 0.120 -0.097
H -8.39929 -2.83740 11.29814 0.004 0.002 0.000
H -9.11012 -2.55974 12.90230 -0.091 -0.020 0.018
H -10.16341 -2.86344 11.51352 -0.039 -0.005 0.088
H -10.30662 -0.21453 13.29825 -0.068 -0.066 0.010
H -11.36043 -0.51710 11.90950 -0.015 -0.052 0.080
H -10.31692 0.92122 11.93193 0.003 0.003 -0.002
```
Positions in Å, forces in eV/Å.